1.
This record from OMol25 describes a cluster of 2 separate species, C4H9N4S in total. The level of theory is ωB97M-V with the def2-TZVPD basis set.

Values from the calculation:
HOMO-LUMO gap: 8.6 eV
Multiplicity: 1
Net charge: +1

Each line ends with the Mulliken charge.
Atoms and positions in Å:
C  0.23551  0.59777  -2.02116  -0.87
C  0.11237  -0.73553  -2.39898  -0.14
C  0.06963  0.86927  -0.67910  0.91
C  0.02562  -1.46728  -0.12064  0.36
N  0.03233  -1.66109  -1.43487  -0.10
N  0.00134  -0.14932  0.17480  -0.08
N  -0.04777  2.06543  -0.17978  -0.30
N  -0.22126  0.20242  2.77833  -0.84
S  0.01592  -2.70432  0.89964  -0.42
H  0.10474  1.39268  -2.70571  0.41
H  -0.00813  -1.02100  -3.38390  0.49
H  0.18121  -2.63737  -1.69714  0.28
H  0.10504  -0.00067  1.25526  0.20
H  0.30230  2.87826  -0.53321  0.22
H  -0.31436  2.13132  0.77606  0.20
H  -0.84509  0.74623  3.31802  0.23
H  -0.38756  -0.84119  2.73850  0.23
H  0.63815  0.33439  3.21385  0.22

---

2.
This record from OMol25 describes a cluster of 2 separate species, C4H9N6O2 in total. The level of theory is ωB97M-V with the def2-TZVPD basis set.

Values from the calculation:
HOMO-LUMO gap: 9.7 eV
Multiplicity: 1
Net charge: +1

Each line ends with the Mulliken charge.
Atoms and positions in Å:
C  -1.52579  -1.75767  -0.03788  0.15
C  2.33960  -0.23126  0.27119  0.22
C  0.12178  -0.41706  0.72913  -0.54
C  0.29668  -0.56586  -0.75891  1.61
N  -0.99010  -0.99234  1.10983  0.00
N  1.25081  -0.19991  1.32445  0.13
N  -0.59570  -1.68516  -1.03111  -0.31
N  1.74001  -0.75311  -0.85034  -0.31
N  -0.71997  2.16621  0.71763  -0.72
N  -0.10066  0.46211  -1.63355  -0.63
O  -2.56646  -2.32470  0.09985  -0.47
O  3.45292  0.05541  0.48750  -0.41
H  -1.60602  -0.85309  1.90515  0.30
H  1.42796  -0.00384  2.23565  0.12
H  -0.87779  -1.89059  -1.95965  0.31
H  2.00977  -0.26368  -1.77688  0.39
H  -0.18155  2.78377  1.34065  0.24
H  -1.09809  2.96231  0.18805  0.28
H  -0.01558  1.50781  -1.55220  0.19
H  -1.42388  1.72212  1.36021  0.25
H  -0.93794  0.27855  -2.16876  0.22

---

3.
This record from OMol25 describes the molecule C4H9N7S. The level of theory is ωB97M-V with the def2-TZVPD basis set.

Values from the calculation:
HOMO-LUMO gap: 8.8 eV
Multiplicity: 1

Each line ends with the Mulliken charge.
Atoms and positions in Å:
C  1.50968  -1.72011  0.68594  -0.77
N  1.77584  -0.65738  -0.24577  0.25
N  3.18671  -0.52802  -0.16263  -0.84
C  1.01975  0.53017  -0.32698  0.39
S  1.91743  1.97653  -0.51677  -0.42
N  -0.30445  0.39055  -0.22026  0.74
N  -0.96701  -0.75866  -0.47343  -1.12
C  -2.23272  -0.42048  -0.43450  0.43
N  -3.37659  -1.11856  -0.55845  -0.41
N  -2.47263  0.95643  -0.06663  -0.72
C  -1.22727  1.37696  0.04123  0.49
N  -0.94075  2.63640  0.32492  -0.28
H  2.29310  -2.41922  0.45798  0.36
H  1.62609  -1.36363  1.83787  0.21
H  0.53808  -2.19991  0.54619  0.32
H  3.31505  0.32028  0.38414  0.25
H  3.42787  -0.26512  -1.18563  0.28
H  -4.25354  -0.71417  -0.28294  0.24
H  -3.08987  -2.10852  -0.86364  0.29
H  -1.72407  3.17278  0.64181  0.27
H  -0.02070  2.91368  0.41754  0.04

---

4.
This record from OMol25 describes a cluster of 2 separate species, C4H9NO in total. The level of theory is ωB97M-V with the def2-TZVPD basis set.

Values from the calculation:
HOMO-LUMO gap (spin up / spin down): 3.3 / 7.4 eV
Multiplicity: 2
Net charge: -1

Each line ends with the Mulliken charge.
Atoms and positions in Å:
C  0.25447  1.84599  -0.27890  -1.10
C  1.44702  0.56952  -1.80932  -0.87
N  0.64130  0.53320  -0.71489  -0.28
H  -0.73827  1.77736  0.19301  0.23
H  0.98287  2.27762  0.43569  0.20
H  0.13466  2.51268  -1.14668  0.42
H  1.85163  -0.37498  -2.14985  0.19
H  1.82692  1.46202  -2.33344  0.28
O  -1.87682  -1.32422  -0.42629  -0.52
C  -0.95537  -1.63180  0.27294  0.27
C  -0.93247  -1.43788  1.75504  -0.91
H  -0.04100  -2.10129  -0.14017  0.25
H  -0.32680  -2.21756  2.21780  0.31
H  -0.36243  -0.51757  1.90260  0.24
H  -1.90569  -1.37308  2.22248  0.29

---

5.
This record from OMol25 describes a cluster of 2 separate species, C4H9NO in total. The level of theory is ωB97M-V with the def2-TZVPD basis set.

Values from the calculation:
HOMO-LUMO gap: 9.5 eV
Multiplicity: 1

Each line ends with the Mulliken charge.
Atoms and positions in Å:
C  -1.35680  -1.17387  0.94095  -1.03
C  -1.23009  -0.32861  -0.08784  0.20
C  -1.44555  1.15464  -0.00658  -0.98
C  1.43710  0.03102  -0.09036  -0.21
O  1.58493  -0.70818  1.00700  -0.45
N  2.62064  0.50614  -0.46288  -0.23
H  -1.61514  -0.81389  1.93538  0.33
H  0.67644  -1.01180  1.22165  0.40
H  -1.27403  -2.24976  0.80539  0.36
H  -1.00366  -0.72260  -1.07593  0.27
H  -0.75284  1.68438  -0.66522  0.27
H  -2.47039  1.40040  -0.30977  0.32
H  -1.29769  1.52203  1.01444  0.28
H  2.64970  1.09005  -1.28089  0.25
H  3.48856  0.31196  0.02695  0.22

---

6.
This record from OMol25 describes the molecule C4H9NO. The level of theory is ωB97M-V with the def2-TZVPD basis set.

Values from the calculation:
HOMO-LUMO gap: 10.5 eV
Multiplicity: 1

Each line ends with the Mulliken charge.
Atoms and positions in Å:
C  -0.94312  -0.18025  -1.08403  -1.48
C  0.20708  -0.53975  -0.17103  0.56
C  1.53120  -0.03605  -0.74180  -1.29
N  0.03800  -0.08737  1.21319  -0.13
C  -0.85460  0.79821  1.71406  -0.07
O  -1.58101  1.54668  1.09981  -0.54
H  -1.07021  0.88499  -1.23353  0.35
H  -0.83921  -0.67863  -2.04360  0.41
H  -1.90523  -0.50854  -0.69663  0.37
H  0.24135  -1.62924  -0.10738  0.18
H  2.37870  -0.34775  -0.12511  0.34
H  1.50044  1.05193  -0.81967  0.33
H  1.64311  -0.46106  -1.74183  0.35
H  0.48596  -0.65222  1.91712  0.27
H  -0.83247  0.83905  2.82043  0.35

---

7.
This record from OMol25 describes a cluster of 2 separate species, C4H9NO in total. The level of theory is ωB97M-V with the def2-TZVPD basis set.

Values from the calculation:
HOMO-LUMO gap (spin up / spin down): 7.9 / 7.9 eV
Multiplicity: 1

Each line ends with the Mulliken charge.
Atoms and positions in Å:
C  0.24100  0.37018  1.38320  -0.39
N  -0.10998  -0.36585  0.35221  0.15
C  0.35027  -1.76534  0.35583  -1.03
C  -0.68564  0.03688  -0.81177  -0.12
C  -1.27723  1.32492  -1.02277  -0.07
O  -1.78798  1.67415  -2.07765  -0.55
H  1.74868  1.22942  -0.21610  0.04
H  0.72184  -0.10289  2.22764  0.19
H  0.02766  1.42929  1.38865  0.27
H  0.48040  -2.10660  1.38298  0.33
H  -0.39123  -2.38496  -0.14844  0.36
H  1.30345  -1.81653  -0.17716  0.35
H  -0.75795  -0.70513  -1.59541  0.31
H  1.41538  1.16261  -0.88845  -0.02
H  -1.27869  2.01984  -0.15277  0.20

---

8.
This record from OMol25 describes the molecule C4H9NO. The level of theory is ωB97M-V with the def2-TZVPD basis set.

Values from the calculation:
HOMO-LUMO gap: 9.9 eV
Multiplicity: 1

Each line ends with the Mulliken charge.
Atoms and positions in Å:
H  -0.82041  -2.31236  -0.73374  0.26
N  -1.49417  -1.56502  -0.54679  -0.71
C  -0.95109  -0.49156  -0.11464  0.53
C  -1.83258  0.68130  0.19341  -1.06
C  0.72056  -0.57570  0.34406  -0.35
C  1.09798  0.68895  -0.25045  -0.37
O  2.68696  0.56484  0.22136  -0.60
H  -2.31877  1.02690  -0.72268  0.29
H  -2.61293  0.40536  0.90867  0.32
H  -1.34904  1.54600  0.65099  0.29
H  1.13146  -1.45009  -0.15978  0.39
H  0.75750  -0.64759  1.42870  0.22
H  1.08170  0.76068  -1.33538  0.25
H  0.79122  1.58387  0.28547  0.24
H  3.11159  -0.21559  -0.16921  0.30

---

Calculated relative energy (zero: lowest compared OMol25 entry of this formula, charge and spin), 0.000 0.000 0.000 1.081 2.850 0.561 3.964 3.153 eV (same order as the records).
Calculated E, -21083.7581 -17323.2763 -25558.2935 -7828.8643 -7829.4695 -7831.7587 -7828.3556 -7829.1666 eV (same order as the records).